[1]
Formula: C36H51BN12O3STi
Source: the Open Molecules 2025 dataset
Level of theory: wB97M-V/def2-TZVPD

```
! wB97M-V def2-TZVPD RIJCOSX def2/J DEFGRID3
* xyz 0 3
Ti 0.9159 0.5827 0.2335
C -3.4865 -2.3338 -1.8938
C -3.3901 -0.8497 -1.9363
C -4.1007 0.0609 -2.7254
C -3.6097 1.3026 -2.3704
C -4.0839 2.6279 -2.8506
N -2.6454 1.1094 -1.4400
N -2.5321 -0.1966 -1.1670
B -1.7205 2.1067 -0.7382
N -0.2117 1.9619 -1.1491
N 0.6475 2.6122 -0.2847
C 1.4925 3.3398 -1.0171
C 2.4952 4.2614 -0.4104
C 1.2182 3.1590 -2.3811
C 0.1622 2.2777 -2.4339
C -0.5197 1.7260 -3.6338
N -1.7647 1.8539 0.7743
N -0.7525 1.3187 1.4817
C -1.0892 1.4066 2.7683
C -0.2303 1.0042 3.9141
C -2.3497 1.9962 2.8851
C -2.7483 2.2646 1.5924
C -4.0029 2.9077 1.1226
H -4.3638 -2.6508 -1.3267
H -2.5790 -2.7273 -1.4428
H -3.5845 -2.7339 -2.9000
H -4.8614 -0.1488 -3.4505
H -4.8603 2.4832 -3.5986
H -3.2789 3.2087 -3.2949
H -4.4959 3.2072 -2.0256
H -2.0782 3.2225 -0.9876
H 2.7218 3.9591 0.6111
H 2.0882 5.2761 -0.3965
H 3.4103 4.2630 -1.0003
H 1.7572 3.5707 -3.2121
H 0.1541 1.7507 -4.4877
H -1.3983 2.3211 -3.8849
H -0.8341 0.6996 -3.4496
H -0.0624 -0.0707 3.9307
H -0.7115 1.3043 4.8433
H 0.7431 1.4886 3.8466
H -2.8790 2.2229 3.7882
H -4.6607 3.0829 1.9719
H -4.5087 2.2792 0.3910
H -3.7757 3.8606 0.6466
C 1.3944 -4.2469 2.3814
O 0.6886 -3.1715 2.9656
C 1.5409 -2.1347 3.4033
C 2.1552 -2.2689 4.6478
C 3.0242 -1.2867 5.0931
C 3.3359 -0.2211 4.2784
C 2.7421 -0.0645 3.0095
C 3.2282 0.8917 2.0930
N 2.7474 0.9752 0.8556
N 3.5672 1.4139 -0.1231
C 3.0617 1.0760 -1.2944
O 1.9513 0.3866 -1.3301
C 3.7375 1.4217 -2.5327
C 4.9114 2.1850 -2.5489
C 5.5029 2.5227 -3.7470
C 4.9391 2.1234 -4.9525
C 3.7787 1.3599 -4.9464
C 3.1885 1.0014 -3.7537
C 1.7421 -1.0079 2.5912
O 1.0743 -0.8486 1.4631
H 2.1652 -3.9027 1.6849
H 0.6589 -4.8351 1.8279
H 1.8670 -4.8730 3.1502
H 1.9383 -3.1413 5.2478
H 3.4633 -1.3680 6.0767
H 4.0645 0.5106 4.5990
H 4.1554 1.4136 2.3238
H 5.3416 2.4864 -1.6073
H 6.4103 3.1086 -3.7501
H 5.4001 2.3836 -5.8947
H 3.3417 1.0413 -5.8856
H 2.2901 0.3975 -3.7355
C 2.7009 -3.7694 -2.8702
N 1.7861 -2.6642 -2.7140
C 1.4406 -2.1791 -1.4910
N 2.3377 -2.3483 -0.4642
S -0.0751 -1.5006 -1.2575
H 3.4429 -3.5452 -3.6395
H 2.1665 -4.6875 -3.1373
H 3.2137 -3.9336 -1.9247
H 1.0699 -2.5603 -3.4175
H 3.2913 -2.0992 -0.7084
H 2.0044 -1.8404 0.3671
N -3.2866 -3.2872 3.0562
C -4.0234 -1.9794 3.1801
C -4.0009 -1.2192 1.8522
N -2.6300 -0.9658 1.5046
C -1.7795 -2.1418 1.5718
C -2.5837 -3.4170 1.7405
H -3.9066 -4.0842 3.2198
H -2.5441 -3.3020 3.7616
H -3.5056 -1.3674 3.9185
H -5.0429 -2.1649 3.5191
H -4.4976 -0.2583 2.0075
H -4.5805 -1.7697 1.0856
H -2.5423 -0.5585 0.5612
H -1.0807 -2.0514 2.4102
H -1.1722 -2.1884 0.6634
H -1.9316 -4.2872 1.7601
H -3.3186 -3.5315 0.9456
*
```

Output
**E_HOMO (alpha / beta)**: -0.1466 / -0.2379 hartree
**E**: -3557.8053 hartree
**LUMO level (alpha / beta)**: -0.59 / -0.60 eV
**Energy above the lowest of the compared OMol25 structures with the same formula, charge and spin**: 27.0 kcal/mol
**Expectation value of S²**: 2.042

These are the Mulliken partial charges, in e, on atoms 1 to 2: Ti -0.47; C -1.59


[2]
Formula: C23H52CoP4Se
Source: the Open Molecules 2025 dataset
Level of theory: wB97M-V/def2-TZVPD

```
! wB97M-V def2-TZVPD RIJCOSX def2/J DEFGRID3
* xyz 3 5
Co -0.6674 -0.0396 -0.2815
P -2.7948 -0.1047 -0.2508
P -0.2004 -2.2359 -0.3574
P -0.3017 2.1241 -0.3548
H 4.2143 -0.9879 -1.4828
C 4.2957 -0.0529 -0.9200
C 4.2848 -0.0358 0.4207
H 4.2194 -0.9535 1.0171
C -3.4023 -0.2238 -1.9766
C -3.6450 -1.5025 0.5942
C -3.7504 1.3269 0.4069
C 1.5774 -2.6572 -0.2606
C -0.8599 -3.5525 0.7601
C -0.6735 -3.0141 -1.9585
C 1.4714 2.5586 -0.5375
C -0.8161 3.3384 0.9441
C -1.0299 3.0192 -1.7966
H 4.4631 0.8656 -1.4933
H 4.4026 0.8962 0.9759
H -4.4559 -0.5402 -1.9737
H -2.8028 -0.9451 -2.5475
H -3.3254 0.7642 -2.4471
H -4.6986 -1.2440 0.7630
H -3.1823 -1.7148 1.5666
H -3.6131 -2.4043 -0.0299
H -4.8254 1.0886 0.3679
H -3.5871 2.2326 -0.1922
H -3.4876 1.5241 1.4552
H 1.7424 -3.6024 -0.8011
H 1.8632 -2.7885 0.7906
H 2.1886 -1.8655 -0.7045
H -0.7623 -4.5174 0.2440
H -1.9177 -3.3972 0.9959
H -0.2918 -3.5929 1.6964
H -0.2873 -4.0446 -1.9705
H -0.2327 -2.4421 -2.7913
H -1.7681 -3.0263 -2.0648
H 1.5512 3.5778 -0.9407
H 1.9517 1.8506 -1.2211
H 1.9850 2.5104 0.4279
H -0.5928 4.3534 0.5818
H -0.2806 3.1819 1.8881
H -1.8928 3.2755 1.1388
H -0.7461 4.0824 -1.7327
H -2.1246 2.9362 -1.8002
H -0.6386 2.5855 -2.7279
C 1.3808 0.1319 -4.5439
C 2.7559 -0.1424 -4.4137
C 3.5907 -0.1447 -5.5374
C 3.0751 0.1208 -6.8155
C 1.7096 0.3932 -6.9600
C 0.8644 0.4012 -5.8439
Se 0.2042 0.0845 -3.0373
H -0.7468 -0.0313 1.2939
H 3.1434 -0.3565 -3.4160
H 4.6528 -0.3624 -5.4134
H 3.7342 0.1197 -7.6837
H 1.3005 0.5919 -7.9531
H -0.1972 0.5993 -5.9558
C -2.6573 0.0347 3.9570
C -1.5020 0.9391 3.5525
P -0.1362 0.1459 2.6820
C 1.3925 1.0727 2.8731
C 1.6142 1.6424 4.2736
C 0.1186 -1.5196 3.2941
C 0.4780 -1.6100 4.7713
H -3.2584 -0.3099 3.1062
H -3.3298 0.6097 4.6063
H -2.3105 -0.8409 4.5152
H -1.8581 1.7648 2.9176
H -1.0390 1.4047 4.4352
H 2.2037 0.3794 2.6009
H 1.4028 1.8796 2.1280
H 1.5202 0.8739 5.0501
H 2.6235 2.0666 4.3479
H 0.9091 2.4491 4.5046
H -0.8119 -2.0662 3.0973
H 0.9083 -1.9691 2.6734
H -0.1298 -0.9472 5.3966
H 0.3088 -2.6356 5.1218
H 1.5307 -1.3758 4.9558
*
```

Output
**E_HOMO (alpha / beta)**: -0.5894 / -0.6450 hartree
**E**: -6056.1262 hartree
**LUMO level (alpha / beta)**: -8.25 / -12.06 eV
**Expectation value of S²**: 6.048

These are the Mulliken partial charges, in e, on atoms 1 to 2: Co -0.44; P 1.13


[3]
Formula: C5H9NOS
Source: the Open Molecules 2025 dataset
Level of theory: wB97M-V/def2-TZVPD

```
! wB97M-V def2-TZVPD RIJCOSX def2/J DEFGRID3
* xyz 0 1
C 1.8650 -0.8692 0.1970
C 1.1698 0.4713 -0.2963
C 1.0501 1.7700 0.1657
C -0.1450 0.8644 0.3397
C -2.2491 0.3729 -0.1311
H 3.4507 -0.0825 -0.0853
H 3.4828 -1.4011 -1.0236
H 1.1814 -1.6893 -0.3002
H 1.8895 -1.0200 1.3658
H 1.2787 0.3775 -1.4596
H 1.6777 2.3926 0.9538
H 0.9136 2.4944 -0.7138
H -0.2453 0.4997 1.3196
H -3.3147 0.8310 -0.4312
N 3.3157 -1.0440 -0.0727
O -1.3001 1.3025 -0.1768
S -2.0793 -1.3232 0.0405
*
```

Output
**E_HOMO**: -0.3297 hartree
**E**: -723.9537 hartree
**LUMO level**: 0.00 eV
**Energy above the lowest of the compared OMol25 structures with the same formula, charge and spin**: 104.2 kcal/mol
**Structure (SMILES)**: NC[C@@H]1C[C@H]1OC=S

These are the natural (NBO) partial charges, in e, on atoms 1 to 2: C -0.22; C -0.27


[4]
Formula: C2H5N3O
Source: the Open Molecules 2025 dataset
Level of theory: wB97M-V/def2-TZVPD

```
! wB97M-V def2-TZVPD RIJCOSX def2/J DEFGRID3
* xyz 0 1
C -0.2088 -0.8450 -0.2722
C -0.1018 1.6123 0.1584
H 1.0290 0.0330 0.8951
H 1.3767 -1.6783 0.6479
H -1.1005 -1.5940 -1.7784
H -1.4842 0.5069 -0.9952
H -0.6136 2.4561 -0.1381
N 0.5218 -1.0019 0.8421
N -0.5132 -1.9170 -1.0649
N -0.7401 0.4109 -0.3343
O 0.9721 1.6535 0.7439
*
```

Output
**E_HOMO**: -0.3321 hartree
**E**: -318.6882 hartree
**LUMO level**: 0.46 eV
**Energy above the lowest of the compared OMol25 structures with the same formula, charge and spin**: 39.1 kcal/mol
**Structure (SMILES)**: [H]/N=C(/N)NC=O

These are the natural (NBO) partial charges, in e, on atoms 1 to 2: C 0.55; C 0.55


[5]
Formula: C2H3Cl2PS
Source: the Open Molecules 2025 dataset
Level of theory: wB97M-V/def2-TZVPD

```
! wB97M-V def2-TZVPD RIJCOSX def2/J DEFGRID3
* xyz 0 1
C -2.3289 -0.0056 0.1902
C -1.1176 -0.5263 -0.0520
P 3.0214 0.1376 0.4290
S 3.5513 -0.9398 -1.0478
Cl 3.4636 2.1016 -0.2738
Cl 0.3254 0.3756 0.5177
H -3.2675 -0.4874 0.0982
H -2.4582 0.9788 0.4331
H -1.1897 -1.6345 -0.2946
*
```

Output
**E_HOMO**: -0.3420 hartree
**E**: -1737.8973 hartree
**LUMO level**: -1.16 eV
**Energy above the lowest of the compared OMol25 structures with the same formula, charge and spin**: 44.0 kcal/mol

These are the natural (NBO) partial charges, in e, on atoms 1 to 2: C -0.37; C -0.21


[6]
Formula: C5H11NO
Source: the Open Molecules 2025 dataset
Level of theory: wB97M-V/def2-TZVPD

```
! wB97M-V def2-TZVPD RIJCOSX def2/J DEFGRID3
* xyz 1 2
C 0.0910 -1.6078 -0.4109
N -0.6823 -0.4429 -0.0475
C -1.3609 -0.5934 1.2403
C 0.5589 1.0943 -1.5803
C -0.0735 0.8266 -0.2108
C 1.0435 1.0774 0.8787
O 0.9372 1.8458 1.7661
H 0.6189 -1.4293 -1.3366
H -0.5521 -2.4548 -0.6570
H 0.8316 -1.8762 0.3540
H -1.5048 -1.6400 1.4745
H -0.7203 -0.2490 2.0553
H -2.3052 -0.0506 1.2383
H -0.2239 1.0462 -2.3348
H 0.9033 2.1164 -1.6845
H 1.3995 0.4257 -1.7334
H -0.8083 1.5952 0.0432
H 1.8474 0.3161 0.9454
*
```

Output
**E_HOMO (alpha / beta)**: -0.5488 / -0.5549 hartree
**E**: -326.7635 hartree
**LUMO level (alpha / beta)**: -3.96 / -7.89 eV
**Energy above the lowest of the compared OMol25 structures with the same formula, charge and spin**: 38.0 kcal/mol
**Expectation value of S²**: 0.758

These are the natural (NBO) partial charges, in e, on atoms 1 to 2: C -0.48; N -0.03